1.
Below is a 2-piece molecular cluster, C17H23N4O overall in a non-equilibrium geometry, with properties calculated with the ωB97M-V functional and the def2-TZVPD basis.

Each line ends with the Löwdin charge.
Atoms and positions in Å:
C: 0.6143 0.2419 -3.2326  -0.040
N: -0.0052 -0.7254 -2.2486  -0.268
C: 1.0351 -1.6677 -1.7218  -0.006
N: -1.1407 -1.4094 -2.7012  0.012
C: -1.5562 -1.4261 -3.9009  0.010
H: 1.1147 -0.2880 -4.0834  0.109
H: -0.2066 0.8552 -3.6286  0.087
H: 1.3479 0.8658 -2.6777  0.095
H: 1.9763 -1.5675 -2.2839  0.097
H: 1.2137 -1.4417 -0.6579  0.066
H: 0.7014 -2.7013 -1.8788  0.098
H: -2.1290 -2.2781 -4.2800  0.085
H: -1.4506 -0.6321 -4.6511  0.079
C: 0.0377 0.3853 3.5278  0.007
N: 1.4438 0.2018 3.2109  -0.037
C: 2.4186 -0.0662 4.1601  0.007
C: 3.6055 -0.1036 3.5149  0.006
N: 3.3526 0.1525 2.1774  -0.029
C: 4.4210 0.2560 1.2069  0.014
C: 2.0178 0.3167 1.9933  -0.090
C: 1.3583 0.6152 0.7198  -0.349
C: 0.0372 0.0616 0.4601  -0.091
C: -0.6558 0.4057 -0.7104  -0.077
C: -2.1417 0.4550 -0.6918  -0.224
C: -2.8180 1.6010 -1.1462  -0.021
C: -4.1767 1.7292 -0.8798  -0.069
C: -4.8688 0.7138 -0.2104  -0.067
C: -4.1973 -0.4518 0.1696  -0.066
C: -2.8236 -0.5818 -0.0495  -0.044
O: 1.9734 1.2808 -0.1547  0.008
H: -0.5025 0.8781 2.7062  0.097
H: -0.4398 -0.5836 3.7485  0.114
H: -0.0397 1.0139 4.4254  0.109
H: 2.1573 -0.1726 5.1980  0.139
H: 4.5916 -0.2841 3.9045  0.141
H: 4.0052 0.4493 0.2170  0.088
H: 5.1006 1.0785 1.4782  0.115
H: 5.0259 -0.6641 1.1952  0.110
H: -0.3166 -0.7126 1.1557  0.110
H: -0.1854 1.1856 -1.3109  0.108
H: -2.2647 2.3357 -1.7335  0.119
H: -4.6879 2.6307 -1.1906  0.107
H: -5.9232 0.8304 0.0309  0.109
H: -4.7327 -1.2708 0.6462  0.108
H: -2.2869 -1.5112 0.1778  0.121

Force components x, y, z for each atom (eV/Å):
C -0.18 -0.34 0.25
N 0.54 1.03 -0.96
C -0.43 -0.24 -0.52
N 1.01 -2.58 -0.26
C -0.12 0.93 -0.27
H -0.45 0.30 0.76
H 0.41 0.05 0.12
H -0.50 -0.43 -0.41
H -0.41 0.28 0.15
H -0.14 -0.23 -0.40
H -0.10 0.36 0.33
H -0.53 0.37 0.82
H 0.79 -0.17 0.11
C -0.90 0.13 0.51
N 0.54 -0.10 -0.44
C -0.44 0.17 -0.43
C -0.49 0.13 -0.28
N -0.62 -0.09 0.65
C 0.90 -0.01 -0.76
C 1.16 -0.06 1.62
C -1.51 0.07 -3.35
C 1.41 -0.26 1.04
C 0.34 1.15 -0.16
C 0.38 -0.45 0.06
C 0.27 -0.79 0.02
C -0.03 -0.15 0.07
C 0.40 0.05 0.04
C 0.31 -0.15 0.02
C -0.66 0.11 -0.41
O -0.12 -0.54 1.42
H 0.42 -0.25 0.33
H 0.23 0.35 -0.19
H 0.10 -0.19 -0.27
H 0.08 -0.05 0.00
H 0.05 0.04 -0.15
H 0.05 -0.01 0.27
H -0.42 -0.17 -0.06
H -0.41 0.21 0.07
H -0.23 0.62 -0.35
H -0.27 0.30 0.78
H -0.21 0.02 0.36
H -0.09 -0.06 -0.01
H 0.20 -0.02 -0.17
H 0.01 0.23 -0.08
H -0.32 0.45 0.12

The net charge is +1. For the electronic energy, the calculation gives -955.50903 hartree. The calculation puts the HOMO-LUMO gap at 7.505 eV. The HOMO energy is -10.83 eV.

2.
Below is C42H43ClLiN9O as an isolated structure, with properties calculated with the ωB97M-V functional and the def2-TZVPD basis.

Each line ends with the Löwdin charge.
Atoms and positions in Å:
Li: 0.0657 -1.3596 1.0022  0.515
C: -5.2932 -1.2137 2.9426  -0.109
C: -4.5319 -2.3730 3.0473  -0.085
C: -3.1444 -2.3115 3.0273  -0.020
C: -2.4852 -1.0862 2.8983  -0.311
C: -3.2580 0.0734 2.7972  -0.062
C: -4.6464 0.0098 2.8221  -0.098
N: -1.0856 -1.0336 2.7818  0.026
C: -0.3281 -0.7102 3.7968  -0.253
C: -0.8096 -0.3563 5.1186  -0.017
C: 0.0574 -0.0150 6.1028  -0.083
C: 1.4786 0.0015 5.9029  -0.106
C: 1.9850 -0.3436 4.6955  -0.049
C: 1.1196 -0.7043 3.6240  -0.244
N: 1.5309 -1.1120 2.4086  -0.037
N: 2.7719 -1.1897 2.1499  0.062
C: 3.0011 -1.6575 0.8444  -0.320
C: 4.3088 -2.0455 0.5348  -0.017
C: 4.5824 -2.5534 -0.7161  -0.071
C: 3.5520 -2.6657 -1.6473  -0.075
C: 2.2958 -2.2415 -1.2642  -0.157
N: 2.0115 -1.7381 -0.0593  0.068
H: -6.3757 -1.2646 2.9556  0.095
H: -5.0231 -3.3350 3.1437  0.100
H: -2.5516 -3.2172 3.0974  0.096
H: -2.7508 1.0284 2.7064  0.113
H: -5.2239 0.9241 2.7461  0.099
H: -1.8776 -0.3688 5.2957  0.106
H: -0.3337 0.2482 7.0797  0.101
H: 2.1323 0.2840 6.7172  0.092
H: 3.0510 -0.3582 4.5142  0.095
H: 5.0689 -1.9471 1.2981  0.109
H: 5.5873 -2.8710 -0.9698  0.106
H: 3.7231 -3.0629 -2.6385  0.099
H: 1.4639 -2.3014 -1.9640  0.098
N: 0.1881 -3.9532 2.6497  0.149
C: -0.7538 -4.7397 2.0317  -0.273
C: -1.2140 -5.8939 2.6332  -0.039
C: -2.1323 -6.7471 1.9996  -0.086
C: -2.6033 -6.4652 0.7508  -0.061
C: -2.1687 -5.2865 0.1023  -0.157
C: -2.6224 -4.9442 -1.1926  -0.012
C: -2.1912 -3.7970 -1.7832  -0.045
C: -1.3150 -2.9629 -1.0644  -0.149
N: -0.8678 -3.2306 0.1385  0.099
C: -1.2614 -4.3999 0.7319  -0.153
H: 0.3112 -4.0717 3.6395  0.105
H: 0.3228 -3.0087 2.3322  0.023
H: -0.8393 -6.1471 3.6180  0.110
H: -2.4625 -7.6418 2.5154  0.105
H: -3.3033 -7.1208 0.2484  0.106
H: -3.3158 -5.6078 -1.6969  0.118
H: -2.5210 -3.5095 -2.7729  0.105
H: -0.9914 -2.0256 -1.5049  0.083
C: 1.5940 2.5138 -5.5449  -0.043
C: 0.7259 3.5189 -4.7695  -0.519
C: 1.5032 4.8353 -4.6543  -0.041
C: -0.5446 3.7836 -5.5902  -0.043
C: 0.4005 2.9726 -3.3388  -0.422
O: 1.5915 2.4989 -2.7113  -0.002
C: -0.3610 3.9871 -2.4434  -0.087
C: 0.4431 4.9655 -1.5679  -0.126
C: 1.2713 4.3432 -0.4616  -0.241
C: 0.7364 3.4213 0.4372  -0.027
C: 1.5181 2.8483 1.4309  -0.077
C: 2.8535 3.2125 1.5391  -0.663
Cl: 3.8391 2.5272 2.7897  0.679
C: 3.4089 4.1277 0.6639  -0.100
C: 2.6131 4.6864 -0.3278  -0.051
C: -0.4516 1.7022 -3.4646  -0.047
N: -0.7748 1.1107 -2.1700  -0.106
C: 0.0181 0.5406 -1.2524  -0.154
N: -0.7109 0.1424 -0.2204  0.035
C: -1.9758 0.5039 -0.5713  -0.202
N: -2.0664 1.0846 -1.7475  0.119
H: 1.9939 2.9942 -6.4416  0.088
H: 1.0176 1.6463 -5.8770  0.080
H: 2.4311 2.1622 -4.9425  0.088
H: 1.8055 5.1644 -5.6509  0.089
H: 2.4170 4.7225 -4.0607  0.092
H: 0.8945 5.6299 -4.2174  0.081
H: -0.2652 4.2537 -6.5366  0.091
H: -1.2414 4.4578 -5.0869  0.082
H: -1.0758 2.8612 -5.8354  0.082
H: 2.0960 3.2306 -2.3399  0.081
H: -1.0133 3.4255 -1.7759  0.099
H: -1.0295 4.5719 -3.0763  0.112
H: -0.2868 5.6442 -1.1181  0.127
H: 1.0979 5.5934 -2.1727  0.091
H: -0.3073 3.1280 0.3603  0.115
H: 1.1001 2.1182 2.1160  0.106
H: 4.4507 4.4043 0.7628  0.105
H: 3.0505 5.4135 -1.0077  0.117
H: 0.0674 0.9657 -4.0744  0.133
H: -1.4093 1.9333 -3.9164  0.128
H: 1.0890 0.4553 -1.3537  0.128
H: -2.8409 0.3174 0.0520  0.108

Force components x, y, z for each atom (eV/Å):
Li -0.30 0.10 -0.15
C 0.06 -0.04 0.01
C 0.01 0.06 -0.01
C -0.01 -0.03 -0.05
C 0.04 0.10 0.05
C -0.08 0.03 0.06
C 0.07 0.00 -0.02
N -0.09 -0.25 -0.25
C 0.08 0.16 0.09
C 0.07 -0.03 -0.13
C 0.19 -0.01 -0.02
C -0.23 0.06 0.19
C -0.02 -0.03 -0.20
C -0.28 -0.01 0.22
N 0.04 0.07 0.07
N 0.18 -0.06 -0.24
C -0.02 -0.07 -0.19
C 0.06 0.03 0.03
C 0.03 -0.02 -0.01
C 0.08 0.03 0.05
C -0.12 0.11 0.09
N 0.04 -0.02 0.17
H 0.06 0.01 0.00
H 0.04 0.03 0.00
H -0.07 0.06 0.03
H -0.01 -0.02 -0.01
H 0.01 -0.02 0.00
H 0.03 0.01 0.02
H 0.01 0.00 -0.01
H -0.02 -0.01 0.01
H 0.00 0.01 -0.03
H -0.01 0.00 -0.03
H -0.04 0.02 0.02
H -0.02 0.01 0.03
H 0.05 0.00 0.08
N -0.03 -0.26 -0.30
C 0.14 0.15 0.15
C 0.01 -0.03 -0.01
C 0.02 -0.01 0.06
C -0.01 0.01 -0.03
C 0.00 0.04 -0.04
C -0.02 -0.05 0.03
C -0.04 -0.01 -0.05
C 0.04 0.01 0.11
N 0.00 -0.09 0.19
C -0.01 0.07 -0.09
H -0.02 -0.01 0.06
H -0.09 -0.02 0.06
H -0.01 -0.01 0.00
H 0.03 0.05 -0.02
H 0.01 0.02 0.00
H 0.02 0.01 0.01
H 0.02 0.01 0.03
H 0.01 -0.02 0.01
C -0.02 0.01 -0.01
C 0.04 0.03 -0.03
C 0.04 0.01 -0.03
C 0.00 0.02 -0.02
C -0.04 -0.01 0.14
O 0.04 0.04 -0.10
C 0.13 -0.03 0.03
C 0.04 -0.07 -0.01
C -0.02 -0.01 -0.04
C -0.01 -0.07 0.01
C -0.08 -0.01 -0.01
C -0.05 0.01 -0.04
Cl -0.02 -0.07 0.02
C 0.03 0.04 0.00
C 0.05 0.04 -0.03
C -0.04 0.03 0.24
N -0.01 -0.09 -0.21
C -0.23 0.18 0.01
N 0.13 0.00 -0.21
C -0.01 -0.10 0.07
N 0.27 0.02 0.15
H -0.05 -0.03 0.03
H 0.04 0.04 0.03
H -0.02 0.03 -0.02
H 0.00 0.00 0.03
H -0.08 0.01 -0.03
H 0.04 -0.05 -0.07
H -0.02 -0.03 0.04
H 0.04 -0.04 -0.04
H 0.03 0.06 0.01
H -0.05 0.01 0.07
H -0.05 0.00 0.02
H 0.00 0.00 0.01
H 0.00 0.00 0.02
H -0.02 -0.01 0.04
H 0.09 0.01 0.02
H 0.01 0.05 -0.04
H -0.04 -0.01 -0.01
H -0.03 -0.06 0.04
H 0.02 -0.02 0.04
H -0.08 -0.04 -0.04
H -0.12 -0.01 -0.02
H 0.12 0.01 -0.06

The net charge is 0. For the electronic energy, the calculation gives -2662.14411 hartree. The calculation puts the HOMO-LUMO gap at 6.219 eV. The HOMO energy is -6.44 eV.

Among the records above, which one has the lowest net charge? C42H43ClLiN9O